Entry 1:
{
  "formula": "C27H60N2O5",
  "method": "ωB97M-V with the def2-TZVPD basis set",
  "gap_ha": 0.3200,
  "energy_ha": -1550.37936,
  "e_homo_ha": -0.300,
  "smiles": "CCN(CC)CC.CCN(CC)CC.CC(C)=O.CC(C)=O.CC(C)=O.CC(C)=O.CC(C)=O",
  "multiplicity": 1,
  "de_lowest_kj_mol": 94.3,
  "elements": ["C", "C", "N", "C", "C", "C", "C", "H", "H", "H", "H", "H", "H", "H", "H", "H", "H", "H", "H", "H", "H", "H", "C", "C", "N", "C", "C", "C", "C", "H", "H", "H", "H", "H", "H", "H", "H", "H", "H", "H", "H", "H", "H", "H", "C", "C", "C", "O", "H", "H", "H", "H", "H", "H", "C", "C", "C", "O", "H", "H", "H", "H", "H", "H", "C", "C", "C", "O", "H", "H", "H", "H", "H", "H", "C", "C", "C", "O", "H", "H", "H", "H", "H", "H", "C", "C", "C", "O", "H", "H", "H", "H", "H", "H"],
  "positions_angstrom": [[19.9032, 8.0274, 22.3541], [21.2243, 7.8119, 21.6672], [21.1126, 7.3053, 20.3049], [22.4757, 6.9163, 19.8900], [22.6028, 6.3207, 18.4867], [20.4457, 8.1732, 19.3425], [20.9133, 9.6303, 19.3536], [20.0307, 8.4521, 23.3486], [19.2011, 7.1863, 22.3532], [19.2419, 8.7185, 21.8046], [21.7593, 8.7752, 21.6299], [21.8266, 7.1836, 22.3246], [23.1833, 7.7492, 19.9869], [22.7429, 6.1573, 20.6269], [23.6026, 6.0025, 18.1941], [21.9838, 5.4221, 18.4025], [22.2730, 7.0654, 17.7615], [19.3842, 8.1209, 19.6024], [20.4465, 7.7694, 18.3325], [20.5337, 10.1596, 20.2238], [20.5920, 10.0888, 18.4131], [22.0028, 9.6599, 19.2703], [20.8002, -1.3653, 17.7363], [20.6288, -0.0225, 17.0534], [20.8618, 1.0796, 17.9851], [20.0879, 1.0616, 19.2178], [20.8079, 1.8269, 20.3440], [21.0163, 2.4408, 17.5089], [21.7784, 2.4959, 16.2005], [21.7995, -1.4269, 18.1729], [20.8542, -2.1213, 16.9435], [20.0438, -1.7063, 18.4363], [21.3785, 0.0178, 16.2650], [19.6335, 0.1292, 16.6073], [19.1183, 1.5515, 19.0305], [19.8619, 0.0935, 19.6569], [21.8353, 1.5140, 20.5090], [20.7740, 2.9176, 20.2926], [20.2360, 1.6644, 21.2663], [21.5908, 3.0797, 18.1919], [20.0540, 2.9805, 17.4989], [21.1788, 1.9583, 15.4581], [22.7059, 1.9329, 16.3229], [22.0003, 3.4861, 15.8128], [16.8495, 7.4597, 20.0824], [16.5177, 6.6271, 18.8592], [17.6535, 5.8598, 18.2126], [15.3896, 6.5895, 18.4424], [15.8707, 7.6908, 20.5068], [17.3607, 8.3620, 19.7603], [17.3364, 6.8175, 20.8164], [18.5162, 6.4690, 17.9600], [17.2389, 5.3477, 17.3464], [17.9585, 5.1126, 18.9509], [24.0430, 3.0555, 21.7480], [24.7166, 3.5880, 20.5194], [24.8682, 2.7603, 19.2738], [25.0634, 4.7506, 20.4846], [23.7226, 2.0265, 21.5991], [23.1254, 3.6366, 21.8910], [24.6009, 3.2234, 22.6664], [24.2089, 1.8900, 19.3254], [25.8644, 2.3159, 19.2353], [24.6524, 3.4425, 18.4582], [20.7820, 13.6420, 18.3683], [21.9340, 14.3935, 17.7584], [22.9296, 13.5264, 17.0033], [22.0323, 15.5876, 17.7701], [20.2407, 13.1180, 17.5724], [20.1072, 14.2852, 18.9284], [21.0303, 12.7801, 18.9958], [23.5158, 12.9746, 17.7461], [23.5939, 14.1654, 16.4249], [22.5300, 12.7521, 16.3483], [15.3616, 9.2952, 16.6662], [16.7892, 9.5154, 16.1973], [17.4882, 10.7927, 16.5774], [17.3620, 8.6599, 15.5599], [15.4305, 9.2607, 17.7569], [15.0195, 8.3527, 16.2530], [14.6644, 10.0974, 16.4230], [17.2863, 11.5658, 15.8321], [18.5716, 10.6763, 16.6045], [17.1813, 11.1727, 17.5540], [25.1271, 9.4608, 21.7040], [25.4024, 9.4444, 20.2126], [26.8423, 9.2287, 19.8006], [24.5540, 9.7206, 19.4000], [25.9323, 9.9017, 22.2871], [24.8821, 8.4308, 21.9688], [24.2662, 10.1144, 21.8528], [27.3765, 10.1705, 19.9798], [26.9455, 9.0850, 18.7274], [27.3427, 8.4877, 20.4216]],
  "mulliken_charge": [-1.408, -0.185, 0.206, 0.593, -1.537, 0.058, -0.769, 0.427, 0.283, 0.237, 0.108, 0.517, -0.703, 0.472, 0.410, 0.283, 0.430, -0.890, 0.495, 0.307, 0.346, 0.203, -1.340, -0.563, 0.620, -0.593, -1.081, 0.160, -1.607, 0.294, 0.412, 0.364, 0.386, 0.346, 0.252, 0.350, 0.169, 0.127, 0.521, -0.142, 0.161, 0.414, 0.390, 0.373, -1.032, 0.744, -1.102, -0.598, 0.375, 0.270, 0.402, 0.207, 0.402, 0.407, -1.066, 0.908, -0.995, -0.573, 0.330, 0.222, 0.369, 0.246, 0.408, 0.184, -0.810, 0.821, -0.979, -0.547, 0.173, 0.349, 0.169, 0.199, 0.330, 0.321, -1.055, 0.796, -1.051, -0.569, 0.192, 0.277, 0.424, 0.383, 0.243, 0.348, -0.991, 0.881, -1.369, -0.544, 0.403, 0.239, 0.269, 0.372, 0.352, 0.367]
}

***

Entry 2:
{
  "formula": "C2H8S2",
  "method": "ωB97M-V with the def2-TZVPD basis set",
  "gap_ha": [0.3525, 0.1658],
  "total_charge": 1,
  "energy_ha": -877.02845,
  "e_homo_ha": [-0.480, -0.480],
  "multiplicity": 2,
  "de_lowest_kj_mol": 29.3,
  "s2": 0.753,
  "elements": ["S", "H", "H", "C", "S", "C", "H", "H", "H", "H", "H", "H"],
  "positions_angstrom": [[1.6405, 2.5779, 1.0839], [1.1616, 1.4370, 1.5993], [2.3605, 1.9832, 0.1397], [-1.7205, -0.6351, 0.5362], [-1.0518, -1.5003, -0.8661], [0.5210, -0.7531, -1.1051], [-2.5086, -1.2730, 0.9155], [-0.9029, -0.3107, 1.1727], [-2.1043, 0.2868, 0.0875], [1.1545, -1.4943, -1.5967], [0.9982, -0.4233, -0.1805], [0.4517, 0.1047, -1.7865]],
  "lowdin_spin": [0.000, 0.000, 0.000, 0.086, 0.731, 0.089, 0.003, 0.009, 0.035, 0.008, 0.006, 0.032]
}

***

Entry 3:
{
  "formula": "C3HO3S",
  "method": "ωB97M-V with the def2-TZVPD basis set",
  "gap_ha": 0.2786,
  "total_charge": -1,
  "energy_ha": -738.84676,
  "e_homo_ha": -0.152,
  "multiplicity": 1,
  "de_lowest_kj_mol": 108.5,
  "elements": ["C", "C", "C", "O", "O", "O", "S", "H"],
  "positions_angstrom": [[0.7247, -2.2901, -2.0397], [-0.1349, 1.7154, 0.7347], [-0.4822, 0.2689, 0.7944], [0.6940, 2.2963, 1.3763], [1.0888, -3.3652, -1.9110], [-1.0020, 2.1046, -0.0788], [0.6108, -0.8200, 0.0985], [-1.4992, 0.0900, 1.0255]],
  "mulliken_charge": [0.136, 0.587, -0.206, -0.655, -0.220, -0.643, -0.295, 0.295]
}

***

Entry 4:
{
  "formula": "C10H16AgCl8Ni2O14P2Sn2",
  "method": "ωB97M-V with the def2-TZVPD basis set",
  "gap_ha": [0.2179, 0.2218],
  "energy_ha": -9400.52339,
  "e_homo_ha": [-0.317, -0.322],
  "multiplicity": 6,
  "s2": 8.772,
  "elements": ["Ag", "Ni", "Ni", "Sn", "Sn", "P", "O", "O", "O", "O", "P", "O", "O", "O", "O", "C", "O", "O", "O", "C", "O", "O", "O", "Cl", "C", "C", "Cl", "H", "H", "H", "H", "Cl", "C", "C", "Cl", "H", "H", "H", "H", "Cl", "C", "C", "Cl", "H", "H", "H", "H", "Cl", "C", "C", "Cl", "H", "H", "H", "H"],
  "positions_angstrom": [[1.2230, 2.3646, 0.9970], [-1.6705, 0.7728, 1.2678], [3.1130, -0.5445, 0.7877], [0.4441, -3.6669, 0.5936], [1.2710, -0.3407, 4.1646], [3.2115, -2.5226, 2.5093], [4.1833, -3.5016, 3.0536], [3.5115, -1.0044, 2.6252], [1.7273, -2.8373, 2.8116], [3.4253, -2.5312, 0.9463], [0.4302, -0.3526, 0.3602], [-0.8636, -1.0571, 0.9012], [1.3444, 0.1469, 1.5262], [-0.1987, 1.0110, -0.0174], [1.4720, -1.1975, -0.3461], [-0.5989, 2.3684, 3.1264], [0.6358, 2.5067, 3.3840], [-1.0833, 2.6564, 1.9581], [-0.9531, 1.0663, 3.2408], [3.7568, 1.9115, -0.0976], [2.8683, 2.6661, -0.6333], [4.1249, 0.8151, -0.6212], [3.4232, 1.7427, 1.1325], [-0.3058, -2.2128, -2.6861], [-1.6218, -1.2897, -3.5108], [-1.8162, -0.0020, -2.7554], [-3.1691, 0.8604, -3.5590], [-2.4973, -1.9293, -3.5054], [-1.3013, -1.0798, -4.5271], [-0.9842, 0.6908, -2.8239], [-2.1305, -0.1845, -1.7321], [-4.9489, -0.5398, 3.7839], [-3.7203, -1.8269, 3.5047], [-3.5471, -2.1459, 2.0484], [-2.7594, -3.7457, 1.7499], [-3.9858, -2.6938, 4.0981], [-2.8354, -1.3170, 3.8810], [-2.9853, -1.4740, 1.4101], [-4.5333, -2.2861, 1.6052], [-3.6822, 6.0342, -0.4837], [-2.5349, 4.6865, -0.1928], [-2.5333, 3.7478, -1.3763], [-1.9287, 4.5477, -2.8471], [-2.8933, 4.1678, 0.6934], [-1.5387, 5.0694, 0.0131], [-3.5689, 3.4297, -1.4889], [-1.8976, 2.8891, -1.1557], [3.4806, -1.4569, -5.1262], [3.4982, -1.0804, -3.3780], [3.8855, -2.2205, -2.4623], [2.7298, -3.5704, -2.5409], [2.4781, -0.8574, -3.0720], [4.1944, -0.2598, -3.2420], [3.7596, -1.8116, -1.4604], [4.8959, -2.6113, -2.5322]],
  "lowdin_spin": [0.096, 1.680, 1.746, 0.001, 0.002, 0.002, 0.016, 0.058, 0.000, 0.099, 0.008, 0.034, 0.047, 0.088, 0.019, 0.006, 0.015, 0.062, 0.103, -0.009, 0.373, 0.108, 0.446, 0.000, 0.000, 0.000, 0.000, 0.000, 0.000, 0.000, 0.000, 0.000, 0.000, 0.000, 0.000, 0.000, 0.000, 0.000, 0.000, 0.000, 0.000, 0.000, 0.000, 0.000, 0.000, 0.000, 0.000, 0.000, 0.000, 0.000, 0.000, 0.000, 0.000, 0.000, 0.000]
}